Entry 1:
Computed, not measured: C12H25IIrN10O4Te as an isolated structure, with wB97M-V/def2-TZVPD.

XYZ file:
```
54
C12H25IIrN10O4Te, DFT wB97M-V/def2-TZVPD
Ir -0.695 -0.687 1.128
I -6.429 -2.842 0.786
Te 3.644 0.103 -1.521
O 1.312 1.768 0.117
O 3.551 -0.147 1.296
O -0.659 1.743 1.199
O 2.246 -0.792 -0.309
N -3.526 0.210 0.648
N 0.496 -0.582 3.825
N -1.164 -0.656 -3.033
N 2.452 -0.514 0.960
N -0.690 -0.924 -0.910
N -0.821 4.422 1.390
N -0.787 -0.630 3.237
N 2.772 -0.610 3.704
N -2.704 -0.808 0.962
N 1.411 -0.677 1.713
C 1.612 -0.612 3.097
C -3.476 -1.899 1.040
C 0.362 2.309 0.680
C 2.629 -0.702 -3.165
C -1.627 -0.034 -4.282
C -4.799 -0.214 0.542
C -0.938 -1.996 -2.844
C 5.129 -1.376 -1.405
C -0.640 -2.158 -1.527
C 0.403 3.847 0.729
C -1.011 -0.044 -1.851
C -4.810 -1.573 0.786
H 5.812 -1.129 -0.596
H -1.277 -1.448 3.605
H -1.362 3.630 1.765
H -5.604 0.467 0.315
H -1.247 -0.608 -5.123
H 1.620 -0.294 -3.168
H 1.282 4.161 1.286
H 3.642 -0.555 3.196
H -3.051 -2.865 1.265
H -2.714 -0.031 -4.314
H 0.487 4.247 -0.278
H -1.152 1.013 -1.702
H 2.639 -1.787 -3.098
H -0.592 5.064 2.152
H 3.175 -0.362 -4.049
H -1.252 0.984 -4.344
H -1.302 0.202 3.530
H 4.647 -2.343 -1.268
H 0.549 -0.572 4.838
H -0.422 -3.065 -0.989
H -3.160 1.142 0.547
H -1.028 -2.711 -3.645
H 2.834 -0.652 4.715
H -1.414 4.939 0.737
H 5.647 -1.350 -2.368
```

The calculation puts the HOMO-LUMO gap (spin up / spin down) at 4.331 / 4.318 eV. Its charge is +4. For the HOMO energy (spin up / spin down), the calculation gives -17.57 / -17.57 eV. The relative energy (zero: lowest compared OMol25 entry of this formula, charge and spin) is 1.3692 eV. The expectation value of S² is 0.7523. Its spin multiplicity is 2. As for the LUMO energy (spin up / spin down): -0.48672 / -0.48709 Ha.

Löwdin population analysis, charges in e, atoms 1 to 8: 1.23, 1.03, 1.96, -0.03, 0.07, -0.14, -0.29, 0.02

Entry 2:
Computed, not measured: the molecule C4H4N2O in a non-equilibrium geometry, with wB97M-V/def2-TZVPD.

XYZ file:
```
11
C4H4N2O, DFT wB97M-V/def2-TZVPD
O 0.633 2.427 0.303
N 1.104 0.325 1.141
N 0.380 -1.555 -0.313
C -0.705 0.597 -0.456
C 0.416 1.233 0.318
C -0.458 -0.798 -0.884
C 1.056 -0.917 0.757
H 1.539 -1.625 1.434
H -1.401 0.232 0.314
H -1.283 -1.190 -1.531
H -1.282 1.272 -1.083
```

The calculation puts the HOMO-LUMO gap at 9.413 eV. Its charge is 0. For the HOMO energy, the calculation gives -9.98 eV. The relative energy (zero: lowest compared OMol25 entry of this formula, charge and spin) is 1.3609 eV. Its SMILES is O=C1CC=NC=N1. As for the LUMO energy: -0.02093 Ha.

Löwdin population analysis, charges in e, atoms 1 to 8: 0.09, 0.15, 0.08, -0.08, -0.48, -0.15, -0.16, 0.11

Entry 3:
Computed, not measured: a 2-piece molecular cluster, CH3N5O2 overall in a non-equilibrium geometry, with wB97M-V/def2-TZVPD.

XYZ file:
```
11
CH3N5O2, DFT wB97M-V/def2-TZVPD
O 1.818 -0.407 1.279
O 0.081 -1.252 0.192
N 1.569 1.544 -0.391
N -1.972 0.348 -0.753
N -2.625 -0.850 1.118
N 1.071 -0.553 0.326
N -2.190 -0.233 0.193
C 1.243 0.417 -0.768
H 1.120 0.036 -1.687
H 1.792 2.364 -1.135
H -1.907 -1.413 1.626
```

The calculation puts the HOMO-LUMO gap at 9.153 eV. Its charge is 0. For the HOMO energy, the calculation gives -9.96 eV. The relative energy (zero: lowest compared OMol25 entry of this formula, charge and spin) is 2.1208 eV. As for the LUMO energy: -0.02951 Ha.

Löwdin population analysis, charges in e, atoms 1 to 8: 0.10, 0.03, 0.16, 0.19, 0.09, -0.36, -0.36, -0.18

Entry 4:
Computed, not measured: C5H14N2 as an isolated structure in a non-equilibrium geometry, with wB97M-V/def2-TZVPD.

XYZ file:
```
21
C5H14N2, DFT wB97M-V/def2-TZVPD
N 0.113 -1.279 2.151
N -1.395 -0.375 0.330
C 1.914 0.540 0.605
C 1.174 -0.613 -0.010
C -1.232 0.080 -1.470
C -0.567 1.389 -1.770
C 0.072 -1.222 0.708
H 2.465 0.290 1.529
H 2.669 0.921 -0.085
H 1.806 -1.307 -0.555
H -2.249 -0.859 0.623
H 1.252 1.381 0.856
H -0.791 -0.783 -1.950
H -0.639 2.097 -0.939
H -1.378 0.528 0.800
H -0.176 -2.205 0.308
H 0.614 -0.501 2.557
H -0.820 -1.296 2.550
H -2.311 0.122 -1.622
H 0.495 1.240 -1.958
H -1.015 1.852 -2.658
```

The calculation puts the HOMO-LUMO gap at 6.297 eV. Its charge is 0. For the HOMO energy, the calculation gives -5.59 eV. The relative energy (zero: lowest compared OMol25 entry of this formula, charge and spin) is 4.5836 eV. As for the LUMO energy: 0.02601 Ha.

Löwdin population analysis, charges in e, atoms 1 to 8: 0.04, 0.07, -0.20, -0.29, -0.08, -0.13, -0.41, 0.05

Entry 5:
Computed, not measured: a 8-piece molecular cluster, C27H59NO19 overall in a non-equilibrium geometry, with wB97M-V/def2-TZVPD.

XYZ file:
```
106
C27H59NO19, DFT wB97M-V/def2-TZVPD
O 18.717 19.760 -14.122
O 23.338 24.054 -7.147
O 23.375 24.502 -11.807
O 21.296 24.296 -11.312
O 18.255 20.379 -16.149
O 23.432 21.867 -7.989
O 16.543 19.687 -14.770
O 19.398 20.790 -8.946
O 21.759 18.665 -5.696
O 24.544 19.977 -12.858
O 22.315 17.845 -10.854
O 23.485 20.346 -14.846
O 25.831 20.373 -14.795
O 23.037 15.622 -10.977
O 23.581 17.500 -5.960
O 22.406 22.421 -11.982
O 21.451 16.087 -9.579
O 23.021 19.035 -7.597
O 24.616 22.559 -6.122
N 22.006 20.520 -9.798
C 22.803 18.425 -6.529
C 24.036 15.900 -11.930
C 17.696 19.125 -8.809
C 25.255 19.909 -10.489
C 17.179 21.441 -9.486
C 22.373 23.624 -11.698
C 25.665 19.860 -11.977
C 23.713 22.713 -7.163
C 24.729 24.109 -11.936
C 20.128 16.150 -7.654
C 19.755 18.842 -12.153
C 22.240 19.838 -14.416
C 20.757 19.657 -6.018
C 22.254 16.649 -10.540
C 20.489 16.912 -8.943
C 18.032 20.564 -8.733
C 25.101 21.318 -5.861
C 20.020 23.680 -11.269
C 21.405 25.277 -8.159
C 24.743 20.191 -14.246
C 25.483 15.914 -6.078
C 25.455 24.104 -10.631
C 22.749 24.551 -8.314
C 24.675 17.038 -6.700
C 17.434 20.377 -17.319
C 18.404 19.157 -12.902
C 17.731 19.888 -15.036
H 23.675 16.417 -12.819
H 25.285 24.781 -12.589
H 22.100 18.807 -14.090
H 26.449 23.749 -10.906
H 19.881 15.099 -7.806
H 24.841 23.199 -12.525
H 17.896 18.768 -9.819
H 25.336 20.654 -6.692
H 24.465 14.941 -12.223
H 17.357 22.508 -9.350
H 23.488 25.160 -8.833
H 16.474 20.880 -17.202
H 26.260 19.016 -12.325
H 19.635 17.115 -9.590
H 21.435 26.229 -7.629
H 17.716 19.812 -12.368
H 26.250 20.780 -11.995
H 24.350 16.654 -7.667
H 24.543 20.724 -5.138
H 20.356 18.096 -12.672
H 17.337 21.286 -10.553
H 18.377 18.522 -8.207
H 26.094 19.742 -9.814
H 20.034 19.226 -6.710
H 17.137 19.339 -17.465
H 21.903 21.146 -10.584
H 16.652 18.954 -8.546
H 17.997 20.841 -18.129
H 22.065 19.546 -10.060
H 21.516 19.892 -15.229
H 24.961 23.367 -9.998
H 26.003 21.482 -5.271
H 20.452 19.672 -12.034
H 24.590 19.050 -10.408
H 20.700 24.699 -7.562
H 20.887 17.902 -8.718
H 22.659 23.769 -9.068
H 22.785 20.765 -9.204
H 24.877 15.016 -5.960
H 19.338 24.157 -10.564
H 24.722 20.812 -10.190
H 25.863 16.105 -5.074
H 19.457 23.652 -12.202
H 20.082 22.642 -10.942
H 24.865 16.421 -11.451
H 25.439 25.093 -10.174
H 20.950 16.081 -6.943
H 19.638 18.261 -11.238
H 17.791 18.265 -13.034
H 21.140 20.559 -9.280
H 26.306 15.557 -6.697
H 25.400 17.847 -6.790
H 21.164 20.541 -6.509
H 20.151 19.923 -5.152
H 17.836 20.874 -7.707
H 19.296 16.544 -7.070
H 16.110 21.315 -9.315
H 20.960 25.543 -9.118
H 21.884 20.506 -13.632
```

The calculation puts the HOMO-LUMO gap at 6.877 eV. Its charge is 0. For the HOMO energy, the calculation gives -6.57 eV. The relative energy (zero: lowest compared OMol25 entry of this formula, charge and spin) is 2.0174 eV. As for the LUMO energy: 0.01121 Ha.

Löwdin population analysis, charges in e, atoms 1 to 8: 0.02, 0.05, 0.05, 0.00, 0.00, 0.09, 0.11, -0.31

Entry 6:
Computed, not measured: C22H19N4O5S3TeV as an isolated structure in a non-equilibrium geometry, with wB97M-V/def2-TZVPD.

XYZ file:
```
55
C22H19N4O5S3TeV, DFT wB97M-V/def2-TZVPD
Te 0.729 -1.150 -2.321
V -1.875 -0.399 -0.182
S -2.307 0.142 -2.477
S -0.647 -1.152 2.033
S -3.180 1.331 -1.075
O 0.176 -2.265 2.438
O -0.126 -0.474 0.809
O -3.919 0.280 -0.301
O -3.986 2.405 -1.591
O -2.031 1.764 -0.214
N -2.198 -2.290 -0.220
N -3.320 -3.540 1.451
N -2.195 -1.515 1.958
N -1.307 2.709 6.449
C 5.541 -0.973 -3.408
C -0.884 1.374 3.042
C 1.019 3.745 -2.398
C -0.696 0.031 3.323
C 1.220 1.668 -1.195
C 3.267 -1.368 -4.093
C 0.652 1.655 -3.533
C -0.900 0.454 5.670
C 2.820 -1.147 -2.796
C 4.621 -1.280 -4.400
C -2.501 -3.211 -1.136
C -3.615 -4.443 0.522
C 3.750 -0.855 -1.801
C -3.210 -4.340 -0.797
C 0.709 3.040 -3.556
C -1.067 1.819 5.405
C 5.102 -0.765 -2.105
C 1.276 3.058 -1.222
C -0.719 -0.438 4.631
C -2.595 -2.494 1.067
C -1.057 2.265 4.085
C 0.905 0.967 -2.349
H 1.508 3.603 -0.315
H 4.954 -1.442 -5.419
H 0.385 1.103 -4.424
H -2.183 -2.995 -2.147
H 1.404 1.136 -0.270
H -1.209 3.319 3.880
H -0.905 1.715 2.012
H -1.105 3.677 6.273
H 2.549 -1.600 -4.871
H -0.932 0.101 6.695
H -1.058 2.391 7.369
H -3.452 -5.096 -1.530
H 1.050 4.827 -2.413
H 5.816 -0.529 -1.324
H 6.595 -0.895 -3.647
H -4.190 -5.295 0.870
H 3.412 -0.698 -0.784
H -0.591 -1.499 4.808
H 0.498 3.572 -4.476
```

The calculation puts the HOMO-LUMO gap (spin up / spin down) at 6.282 / 5.667 eV. Its charge is -1. For the HOMO energy (spin up / spin down), the calculation gives -3.92 / -3.31 eV. The relative energy (zero: lowest compared OMol25 entry of this formula, charge and spin) is 0.8370 eV. The expectation value of S² is 0.7563. Its spin multiplicity is 2. As for the LUMO energy (spin up / spin down): 0.08665 / 0.08657 Ha.

Löwdin population analysis, charges in e, atoms 1 to 8: 1.33, 0.43, 0.33, 0.62, 0.10, -0.29, -0.46, -0.46

Entry 7:
Computed, not measured: C27H36IIrN2O4P2 as an isolated structure, with wB97M-V/def2-TZVPD.

XYZ file:
```
73
C27H36IIrN2O4P2, DFT wB97M-V/def2-TZVPD
Ir -0.134 0.084 0.434
I 3.274 -0.482 -8.003
P 1.765 -0.233 1.613
P -1.140 0.466 2.418
O 0.508 0.002 -1.562
O -2.196 0.354 -0.334
O 2.389 -1.068 -1.035
O 0.299 2.118 0.165
N -0.501 -1.861 0.475
N -2.722 0.559 -1.548
C -3.711 1.469 -1.637
C 3.136 -1.225 -3.745
C -2.955 0.044 -3.839
C 0.100 0.486 3.724
C -1.979 2.071 2.485
C -2.346 -0.163 -2.617
C 2.391 0.077 4.337
C 2.013 -0.525 -3.314
C -0.302 2.894 -0.932
C 3.496 -1.218 -5.082
C 1.399 0.139 3.360
C -0.878 -4.435 0.509
C 1.618 0.214 -5.576
C -2.390 -0.751 2.880
C 1.261 0.195 -4.239
C -4.345 1.702 -2.834
C 0.790 0.730 6.013
C -3.963 0.985 -3.960
C -0.204 0.783 5.052
C 2.450 -1.903 1.680
C -1.546 -4.896 1.809
C 2.086 0.371 5.656
C 0.421 4.208 -1.061
C -0.666 -2.991 0.484
C 3.121 0.870 1.167
C 1.652 -0.555 -1.864
C 2.736 -0.500 -5.996
H -5.135 2.437 -2.873
H -1.553 -0.867 -2.442
H -4.451 1.152 -4.910
H 0.334 2.676 0.952
H -0.178 2.258 -1.803
H 0.558 0.962 7.044
H -1.363 3.018 -0.708
H -1.213 1.055 5.341
H -1.483 -4.686 -0.364
H -1.258 2.877 2.628
H 3.409 -1.864 2.199
H -2.633 -0.550 -4.683
H -3.956 1.966 -0.711
H 4.367 -1.767 -5.412
H -1.910 -1.718 3.025
H -2.880 -0.458 3.809
H -1.652 -5.977 1.786
H 1.039 0.782 -6.291
H 3.442 0.625 0.156
H 3.407 -0.197 4.077
H 2.597 -2.274 0.671
H -0.943 -4.632 2.677
H -2.537 -4.459 1.917
H -3.130 -0.826 2.082
H 3.724 -1.775 -3.022
H 3.948 0.724 1.862
H 0.324 4.814 -0.157
H 0.400 0.758 -3.907
H 1.477 4.054 -1.279
H 0.099 -4.904 0.368
H -0.016 4.779 -1.881
H -2.669 2.092 3.330
H -2.542 2.226 1.566
H 2.805 1.911 1.214
H 1.781 -2.551 2.246
H 2.859 0.323 6.410
```

The calculation puts the HOMO-LUMO gap at 7.244 eV. Its charge is +2. For the HOMO energy, the calculation gives -12.47 eV. The relative energy (zero: lowest compared OMol25 entry of this formula, charge and spin) is 0.2328 eV. As for the LUMO energy: -0.19203 Ha.

Löwdin population analysis, charges in e, atoms 1 to 8: 1.10, 0.93, 0.79, 0.77, -0.22, -0.29, -0.02, -0.26

Entry 8:
Computed, not measured: C13H29Cl10IOSi2 as an isolated structure in a non-equilibrium geometry, with wB97M-V/def2-TZVPD.

XYZ file:
```
56
C13H29Cl10IOSi2, DFT wB97M-V/def2-TZVPD
I -1.493 -0.480 -3.117
Cl -6.633 -2.060 -3.219
Cl 0.232 -0.669 6.246
Cl 1.188 4.332 3.267
Cl 4.485 0.134 0.358
Cl -3.768 -3.327 -1.870
Cl 3.925 3.341 -0.602
Cl -0.088 -3.870 7.368
Cl -4.811 -0.148 2.226
Cl 1.986 1.035 3.920
Cl -6.267 0.821 -0.704
Si -0.543 1.256 -4.579
Si 2.217 1.168 -4.283
O 0.783 1.983 -3.869
C -4.659 -0.939 0.633
C 0.460 3.258 4.487
C 5.218 0.090 -4.020
C 3.076 2.446 0.688
C -4.673 0.052 -0.499
C 0.019 -3.332 5.672
C 1.447 2.289 5.078
C 0.922 -2.138 5.511
C 4.948 1.407 -4.310
C 3.987 1.494 1.408
C -5.823 -3.585 -3.659
C -5.171 -4.248 -2.473
C 3.766 2.026 -3.631
H 2.234 1.926 0.237
H -1.531 2.245 -5.017
H -3.938 0.839 -0.351
H 0.983 1.761 5.904
H 4.537 -0.656 -4.405
H -0.376 2.741 4.023
H 0.073 3.900 5.276
H -0.988 -3.120 5.323
H -5.101 -3.366 -4.441
H 1.064 -1.923 4.453
H 2.311 1.187 -5.761
H -5.465 -1.661 0.538
H 2.688 3.185 1.386
H 2.138 -0.251 -3.896
H 1.897 -2.311 5.959
H 3.835 1.884 -2.564
H 4.886 1.991 1.764
H -5.870 -4.367 -1.650
H -0.045 0.558 -5.779
H -3.713 -1.477 0.636
H 0.414 -4.168 5.098
H 3.731 3.096 -3.798
H 5.515 1.972 -5.031
H 3.470 1.061 2.267
H 6.023 -0.241 -3.385
H -4.805 -5.232 -2.758
H -6.586 -4.244 -4.069
H 2.333 2.798 5.448
H -4.447 -0.458 -1.434
```

The calculation puts the HOMO-LUMO gap at 7.476 eV. Its charge is 0. For the HOMO energy, the calculation gives -7.32 eV. As for the LUMO energy: 0.00579 Ha.

Löwdin population analysis, charges in e, atoms 1 to 8: 0.41, 0.55, 0.57, 0.58, 0.53, 0.54, 0.60, 0.54

Entry 9:
Computed, not measured: C22H15BF4N2OS2ScSi as an isolated structure, with wB97M-V/def2-TZVPD.

XYZ file:
```
49
C22H15BF4N2OS2ScSi, DFT wB97M-V/def2-TZVPD
Sc -0.472 1.085 0.497
S 0.336 0.382 2.742
S 1.907 0.420 0.140
Si -3.363 -0.325 -0.836
F 0.773 4.387 -0.324
F -0.442 2.548 -1.079
F -1.519 4.521 -0.509
F -0.580 3.119 1.077
O -2.120 0.248 0.066
N 5.332 0.403 1.387
N 3.129 0.354 5.174
C -6.399 3.117 -1.705
C -3.197 -1.961 -4.632
C -3.942 -3.071 -0.287
C -5.542 -3.854 1.325
C -4.257 -1.741 -0.001
C 3.046 0.428 2.596
C -5.232 -1.498 0.972
C 1.865 0.406 1.893
C -4.576 -4.120 0.367
C -4.593 1.048 -1.127
C -5.915 0.773 -1.490
C -2.716 -0.956 -2.472
C -4.202 2.386 -1.059
C -1.377 -0.886 -2.847
C -3.617 -1.504 -3.393
C -5.870 -2.540 1.630
C -6.811 1.793 -1.778
C -1.854 -1.880 -4.982
C 4.309 0.415 1.915
C -0.943 -1.342 -4.087
C 3.087 0.383 4.024
C -5.094 3.413 -1.343
B -0.420 3.766 -0.237
H -3.914 -2.379 -5.328
H -5.502 -0.478 1.222
H -4.670 -1.585 -3.145
H -1.521 -2.236 -5.950
H -6.038 -4.670 1.837
H -3.189 2.654 -0.787
H -3.189 -3.296 -1.034
H -6.264 -0.254 -1.535
H -4.313 -5.143 0.127
H -7.831 1.554 -2.054
H -4.760 4.441 -1.279
H -6.621 -2.327 2.380
H -7.096 3.916 -1.928
H 0.106 -1.277 -4.346
H -0.631 -0.480 -2.172
```

The calculation puts the HOMO-LUMO gap at 8.070 eV. Its charge is -1. For the HOMO energy, the calculation gives -5.69 eV. As for the LUMO energy: 0.08737 Ha.

Löwdin population analysis, charges in e, atoms 1 to 8: 0.72, 0.59, 0.59, 0.53, 0.21, 0.01, 0.19, 0.02

> What is the charge in the third record?

0

> Which formula does entry 3 have?

CH3N5O2

> Look up the charge of the fifth one.

0